Record 1
{
  "formula": "C23H16GaN5O5S",
  "method": "ωB97M-V with the def2-TZVPD basis set",
  "species": ["Ga", "O", "C", "C", "C", "C", "C", "C", "C", "N", "N", "C", "O", "C", "C", "C", "C", "C", "C", "H", "H", "H", "H", "H", "H", "H", "H", "H", "H", "O", "S", "O", "O", "C", "N", "C", "C", "C", "N", "C", "C", "C", "N", "C", "C", "H", "H", "H", "H", "H", "H"],
  "coordinates": [[-0.24475, -0.06316, 0.24941], [0.39522, 1.53596, -0.20682], [1.72048, 1.84378, -0.13485], [2.17753, 2.83993, -0.98935], [3.49727, 3.24806, -0.94618], [4.39435, 2.67392, -0.04834], [3.94564, 1.70474, 0.82100], [2.61311, 1.27306, 0.80516], [2.18476, 0.32110, 1.81984], [1.02299, -0.20046, 1.75183], [0.51104, -1.03604, 2.72830], [-0.77743, -1.12967, 2.55495], [-1.44539, -0.47207, 1.60441], [-1.56635, -2.02570, 3.41782], [-2.94696, -2.10845, 3.25539], [-3.68474, -2.97259, 4.04897], [-3.04651, -3.75173, 5.00397], [-1.66896, -3.67001, 5.16652], [-0.92708, -2.80697, 4.37967], [1.47190, 3.28303, -1.67888], [3.83303, 4.02574, -1.61956], [5.42769, 2.99039, -0.02917], [4.62591, 1.25598, 1.53542], [2.82908, 0.08967, 2.66596], [-3.43226, -1.49092, 2.51255], [-4.75820, -3.03289, 3.92670], [-3.62369, -4.42433, 5.62551], [-1.17290, -4.27930, 5.91001], [0.14493, -2.73477, 4.49756], [4.07876, -7.15844, 0.95625], [3.40441, -8.40463, 0.65270], [3.79933, -9.02862, -0.59376], [3.22159, -9.29761, 1.77623], [1.70414, -7.88185, 0.26468], [0.80198, -8.82701, -0.04913], [-0.41183, -8.41593, -0.36159], [-0.77324, -7.07023, -0.40124], [0.23644, -6.17976, -0.09942], [1.45480, -6.57900, 0.24565], [0.09838, -4.70290, -0.17406], [1.25424, -3.92819, -0.06597], [1.16173, -2.56382, -0.14091], [-0.01686, -1.93459, -0.32345], [-1.13977, -2.67773, -0.43812], [-1.11768, -4.04651, -0.36528], [-1.13524, -9.18674, -0.60807], [-1.77688, -6.76942, -0.66738], [2.20466, -4.42673, 0.08018], [2.03696, -1.93580, -0.05126], [-2.06884, -2.14176, -0.57484], [-2.04751, -4.59065, -0.44219]],
  "forces_ev_per_angstrom": [[0.94, -0.31, 1.45], [-0.14, 0.38, -0.85], [-0.13, -0.14, 0.21], [0.05, -0.01, -0.03], [0.02, -0.01, 0.02], [0.01, 0.02, -0.04], [0.00, -0.02, -0.01], [-0.09, -0.07, -0.01], [0.06, 0.23, -0.01], [-0.02, -0.35, -0.01], [0.01, 0.18, -0.05], [-0.09, 0.02, -0.06], [-0.37, -0.02, -0.08], [0.00, 0.05, 0.03], [0.01, -0.01, -0.01], [0.01, 0.02, 0.01], [-0.01, -0.01, -0.01], [0.00, 0.02, 0.02], [-0.01, -0.03, 0.01], [0.01, -0.01, 0.00], [0.00, -0.01, -0.01], [-0.01, 0.00, 0.01], [-0.01, 0.03, 0.01], [0.00, 0.03, 0.00], [-0.01, 0.00, 0.01], [0.01, -0.01, 0.00], [0.01, 0.00, -0.02], [0.00, 0.00, -0.01], [0.00, -0.01, -0.01], [-0.04, 0.01, 0.00], [0.15, -0.04, 0.05], [-0.03, 0.01, 0.01], [-0.04, 0.02, -0.02], [-0.16, 0.04, -0.16], [0.05, 0.10, 0.10], [0.03, -0.05, 0.02], [-0.06, 0.01, 0.00], [0.03, 0.07, 0.04], [0.07, -0.12, -0.03], [-0.04, -0.07, 0.00], [0.06, 0.00, -0.07], [0.03, 0.08, -0.13], [-0.45, 0.00, -0.40], [0.13, -0.01, -0.04], [0.02, -0.02, -0.04], [-0.01, 0.01, 0.02], [0.02, -0.01, -0.04], [0.00, 0.01, 0.03], [0.01, 0.01, 0.02], [-0.01, 0.02, 0.06], [0.00, 0.00, -0.02]],
  "homo_energy_ev": -7.413,
  "lumo_energy_ev": -1.844,
  "homo_lumo_gap_ev": 5.569,
  "e_above_lowest_kj_mol": 54.7,
  "total_charge": 0,
  "total_energy_ha": -3859.0227
}

---

Record 2
{
  "formula": "C3H4P2",
  "method": "ωB97M-V with the def2-TZVPD basis set",
  "species": ["C", "C", "C", "P", "P", "H", "H", "H", "H"],
  "coordinates": [[-0.13909, 0.89124, -0.23381], [-0.01742, -0.53517, 0.11080], [-0.50985, -1.79561, 0.15104], [-1.21071, 2.03850, -0.61539], [1.41961, 0.45588, 0.73117], [-1.53994, -1.86511, -0.21858], [-0.08981, -2.73181, 0.67808], [-0.27535, 3.05073, -0.31646], [2.36257, 0.49134, -0.28685]],
  "forces_ev_per_angstrom": [[1.25, -3.13, 1.67], [1.15, -0.68, -0.22], [-0.38, 0.71, 0.57], [-0.75, 1.01, -0.51], [-1.31, 0.46, 0.54], [0.34, -0.44, 0.00], [-0.31, 1.98, -1.06], [-0.14, 0.50, -0.13], [0.15, -0.41, -0.85]],
  "smiles": "[H]/P=C1\\PC1=C",
  "homo_energy_ev": -9.214,
  "lumo_energy_ev": -0.723,
  "homo_lumo_gap_ev": 8.491,
  "e_above_lowest_kj_mol": 172.5,
  "total_charge": 0,
  "total_energy_ha": -799.2771
}

---

Record 3
{
  "formula": "C4H10N2O2",
  "method": "ωB97M-V with the def2-TZVPD basis set",
  "species": ["C", "C", "N", "C", "N", "C", "O", "O", "H", "H", "H", "H", "H", "H", "H", "H", "H", "H"],
  "coordinates": [[-2.76117, 0.04599, -0.81886], [0.32162, -1.52144, 0.68120], [0.06333, -0.47310, -0.27031], [-0.03470, 0.73415, 0.09717], [2.99964, -0.29989, 0.03407], [0.00851, 2.02690, 0.25449], [2.13013, 0.39693, -0.64359], [-2.00535, 0.03343, 0.33951], [3.55629, -0.96768, -0.49306], [3.44734, 0.14065, 0.83416], [-3.82342, 0.12675, -0.52658], [-2.54299, 0.91149, -1.46502], [-2.66399, -0.87299, -1.41592], [1.41792, -1.61846, 0.78202], [-0.08759, -1.30628, 1.66910], [-0.07224, -2.45962, 0.29685], [-0.89258, 2.54941, 0.53765], [0.93924, 2.55377, 0.10712]],
  "forces_ev_per_angstrom": [[-0.10, 0.06, -0.55], [0.44, -0.13, 0.25], [-0.58, 1.67, 0.46], [-0.20, -2.03, -0.86], [-0.18, 0.50, -0.54], [-0.21, 0.12, 0.17], [2.14, -0.29, 0.24], [-0.81, 0.12, 0.51], [-0.12, 0.10, 0.04], [-0.17, 0.04, -0.14], [0.23, 0.01, 0.11], [0.00, -0.11, 0.13], [0.06, 0.10, 0.14], [-0.38, -0.10, -0.02], [-0.08, -0.05, -0.04], [-0.06, 0.02, 0.06], [0.02, 0.03, -0.01], [-0.01, -0.06, 0.04]],
  "homo_energy_ev": [-8.772, -8.561],
  "lumo_energy_ev": [0.279, -0.286],
  "homo_lumo_gap_ev": [9.051, 8.275],
  "e_above_lowest_kj_mol": 875.8,
  "total_charge": 0,
  "total_energy_ha": -418.1274
}

---

Record 4
{
  "formula": "C3H3EuO2",
  "method": "ωB97M-V with the def2-TZVPD basis set",
  "species": ["O", "C", "C", "C", "H", "H", "H", "O", "Eu"],
  "coordinates": [[-0.03455, -0.23801, -1.04293], [0.30802, 0.12416, 1.44484], [0.34011, 1.17500, -1.08444], [0.32077, 0.50824, 0.17697], [-0.58122, -1.21473, 2.39131], [-0.48188, 1.83735, -1.37216], [1.28279, 1.35105, -1.61065], [-0.19296, -1.21881, 1.47556], [-0.96108, -2.32427, -0.37851]],
  "forces_ev_per_angstrom": [[-0.37, -0.27, -0.91], [0.37, 1.90, -0.73], [0.31, 0.22, 0.05], [0.21, -0.09, 0.86], [0.75, -0.52, -1.30], [0.22, -0.19, 0.10], [-0.25, -0.04, 0.13], [-0.93, -0.52, 2.59], [-0.29, -0.49, -0.80]],
  "spin_multiplicity": 9,
  "homo_energy_ev": [-5.296, -7.714],
  "lumo_energy_ev": [0.061, -0.030],
  "homo_lumo_gap_ev": [5.357, 7.685],
  "e_above_lowest_kj_mol": 232.1,
  "total_charge": 0,
  "total_energy_ha": -976.6890
}